one.
Below is a cluster of 2 separate species, C2H8S2 in total, with properties calculated with ωB97M-V/def2-TZVPD.

XYZ file:
```
12
Properties=species:S:1:pos:R:3
S 2.146 -2.252 -0.402
S 0.223 1.637 0.547
C -1.240 2.667 -0.024
C 0.604 -2.398 0.457
H -0.206 -1.751 -0.021
H -2.170 2.021 -0.124
H 1.601 -1.608 -1.510
H 0.496 0.765 -0.490
H -0.981 2.797 -1.059
H 0.543 -2.028 1.620
H -1.330 3.551 0.617
H 0.316 -3.402 0.390
```

HOMO energy   -9.0 eV
2S+1   1


two.
Below is a cluster of 2 separate species, C2H8S2 in total, with properties calculated with ωB97M-V/def2-TZVPD.

XYZ file:
```
12
Properties=species:S:1:pos:R:3
S 0.801 -2.385 4.472
S -2.742 1.570 4.022
C -0.294 -3.077 3.298
C -1.663 0.020 3.880
H -0.572 0.145 3.981
H -0.378 -4.166 3.453
H -1.994 -0.761 4.585
H 1.314 -1.428 3.669
H -1.885 -0.317 2.853
H 0.216 -2.897 2.336
H -1.310 -2.650 3.243
H -2.762 1.928 2.721
```

HOMO energy   -9.0 eV
2S+1   1


three.
Below is a cluster of 2 separate species, C2H8S2 in total, with properties calculated with ωB97M-V/def2-TZVPD.

XYZ file:
```
12
Properties=species:S:1:pos:R:3
S -0.117 -2.735 0.056
S -1.918 -1.786 -0.341
C 0.473 1.287 0.627
C 0.616 1.199 -0.917
H 1.466 1.583 0.998
H -0.327 1.293 -1.424
H -0.249 -2.800 1.389
H 1.215 0.311 -1.108
H 0.210 0.375 1.134
H 1.376 1.953 -1.132
H -0.029 2.181 0.961
H -2.716 -2.860 -0.243
```

HOMO energy   -9.5 eV
2S+1   1


The calculated energies rank the structures as follows, beginning with the most stable: three, two, one.